[1]
Computed, not measured: a cluster of 12 separate species, C24H72O24 in total in a non-equilibrium geometry, with ωB97M-V/def2-TZVPD.

Last columns: bonded neighbours and bond lengths (Å).
Positions of all 120 atoms, in Å:
1 O 1.807 13.079 28.331  C2 1.437, H5 0.936
2 C 2.244 14.220 27.574  O1 1.437, C3 1.564, H6 1.025, H7 1.129
3 C 1.381 14.750 26.381  C2 1.564, O4 1.412, H8 1.111, H9 1.123
4 O 0.652 15.869 26.840  C3 1.412, H10 1.000
5 H 2.389 12.871 29.034  O1 0.936
6 H 2.591 14.929 28.228  C2 1.025
7 H 3.208 13.955 27.050  C2 1.129
8 H 0.616 13.998 26.097  C3 1.111
9 H 2.079 14.958 25.526  C3 1.123
10 H 0.203 15.513 27.660  O4 1.000
11 O 12.078 15.275 28.471  C12 1.388, H15 0.934
12 C 10.748 14.878 28.488  O11 1.388, C13 1.546, H16 1.160, H17 1.039
13 C 9.857 15.691 27.520  C12 1.546, O14 1.392, H18 1.138, H19 1.143
14 O 8.581 15.302 27.919  C13 1.392, H20 0.959
15 H 12.602 14.628 28.893  O11 0.934
16 H 10.635 13.745 28.264  C12 1.160
17 H 10.457 15.031 29.474  C12 1.039
18 H 10.110 15.512 26.425  C13 1.138
19 H 9.957 16.804 27.755  C13 1.143
20 H 7.926 15.874 27.513  O14 0.959
21 O 7.007 12.941 28.080  C22 1.366, H25 0.970
22 C 7.863 12.541 27.093  O21 1.366, C23 1.524, H26 1.160, H27 1.016
23 C 7.637 11.084 26.707  C22 1.524, O24 1.349, H28 1.104, H29 1.124
24 O 8.476 10.654 25.743  C23 1.349, H30 0.962
25 H 7.315 13.852 28.203  O21 0.970
26 H 7.614 13.203 26.173  C22 1.160
27 H 8.847 12.711 27.278  C22 1.016
28 H 6.609 10.882 26.358  C23 1.104
29 H 7.788 10.413 27.596  C23 1.124
30 H 8.332 11.080 24.892  O24 0.962
31 O 2.908 10.466 31.996  C32 1.345, H35 0.880
32 C 3.331 9.735 33.043  O31 1.345, C33 1.547, H36 1.059, H37 1.066
33 C 2.280 8.726 33.562  C32 1.547, O34 1.360, H38 1.136, H39 1.077
34 O 1.726 8.017 32.542  C33 1.360, H40 0.965
35 H 2.364 9.931 31.558  O31 0.880
36 H 4.136 9.191 32.623  C32 1.059
37 H 3.766 10.319 33.821  C32 1.066
38 H 1.504 9.406 34.036  C33 1.136
39 H 2.820 8.180 34.317  C33 1.077
40 H 2.353 7.305 32.362  O34 0.965
41 O 3.532 17.006 27.912  C42 1.382, H45 0.965
42 C 2.847 17.750 28.853  O41 1.382, C43 1.603, H46 1.040, H47 1.077
43 C 2.310 19.153 28.296  C42 1.603, O44 1.359, H48 1.180, H49 1.104
44 O 1.309 18.770 27.459  C43 1.359, H50 0.942
45 H 2.919 16.603 27.284  O41 0.965
46 H 2.064 17.104 29.076  C42 1.040
47 H 3.364 17.931 29.781  C42 1.077
48 H 3.231 19.651 27.751  C43 1.180
49 H 2.185 19.865 29.130  C43 1.104
50 H 1.706 18.231 26.797  O44 0.942
51 O 5.632 18.978 26.765  C52 1.450, H55 0.952
52 C 6.114 19.128 28.124  O51 1.450, C53 1.520, H56 1.076, H57 1.073
53 C 7.064 18.028 28.570  C52 1.520, O54 1.409, H58 1.069, H59 0.998
54 O 6.231 16.901 28.432  C53 1.409, H60 0.981
55 H 6.250 19.359 26.149  O51 0.952
56 H 6.672 20.045 28.198  C52 1.076
57 H 5.299 19.069 28.820  C52 1.073
58 H 7.245 18.201 29.610  C53 1.069
59 H 7.905 17.877 28.054  C53 0.998
60 H 5.468 17.217 27.902  O54 0.981
61 O 4.453 12.485 23.113  C62 1.408, H65 0.939
62 C 4.292 13.488 24.088  O61 1.408, C63 1.509, H66 1.075, H67 1.058
63 C 5.199 13.322 25.282  C62 1.509, O64 1.349, H68 1.112, H69 1.108
64 O 5.167 14.439 26.038  C63 1.349, H70 0.997
65 H 3.620 12.179 22.805  O61 0.939
66 H 4.456 14.461 23.663  C62 1.075
67 H 3.286 13.448 24.413  C62 1.058
68 H 6.171 13.140 24.773  C63 1.112
69 H 4.742 12.498 25.864  C63 1.108
70 H 5.905 15.057 25.777  O64 0.997
71 O 1.185 9.736 29.995  C72 1.421, H75 0.989
72 C 0.264 10.799 30.191  O71 1.421, C73 1.470, H76 1.060, H77 1.037
73 C -0.878 10.402 31.028  C72 1.470, O74 1.489, H78 1.116, H79 1.112
74 O -1.561 11.665 31.422  C73 1.489, H80 0.928
75 H 1.004 9.364 29.096  O71 0.989
76 H 0.730 11.691 30.523  C72 1.060
77 H -0.087 11.066 29.252  C72 1.037
78 H -0.486 9.801 31.882  C73 1.116
79 H -1.540 9.911 30.281  C73 1.112
80 H -0.985 12.184 31.932  O74 0.928
81 O 3.234 12.685 30.591  C82 1.392, H85 1.011
82 C 4.351 13.416 30.985  O81 1.392, C83 1.510, H86 1.118, H87 1.086
83 C 4.784 14.468 29.993  C82 1.510, O84 1.425, H88 1.063, H89 1.116
84 O 6.031 14.966 30.471  C83 1.425, H90 0.914
85 H 3.148 11.853 31.158  O81 1.011
86 H 4.121 13.781 32.016  C82 1.118
87 H 5.169 12.718 31.137  C82 1.086
88 H 4.027 15.209 30.062  C83 1.063
89 H 4.927 14.167 28.927  C83 1.116
90 H 6.227 15.409 29.695  O84 0.914
91 O 4.640 11.224 27.780  C92 1.358, H95 0.986
92 C 4.415 10.247 28.696  O91 1.358, C93 1.446, H96 1.124, H97 1.107
93 C 5.030 8.993 28.320  C92 1.446, O94 1.409, H98 1.077, H99 1.058
94 O 4.755 8.164 29.426  C93 1.409, H100 0.968
95 H 5.549 11.604 27.833  O91 0.986
96 H 4.837 10.602 29.676  C92 1.124
97 H 3.392 10.135 29.103  C92 1.107
98 H 6.082 9.062 28.101  C93 1.077
99 H 4.546 8.604 27.463  C93 1.058
100 H 5.272 8.558 30.143  O94 0.968
101 O 6.753 9.631 31.143  C102 1.377, H105 0.962
102 C 7.446 10.747 30.730  O101 1.377, C103 1.572, H106 1.117, H107 1.068
103 C 7.633 11.734 31.940  C102 1.572, O104 1.407, H108 1.095, H109 1.091
104 O 8.255 12.889 31.432  C103 1.407, H110 0.983
105 H 7.044 8.818 30.720  O101 0.962
106 H 8.445 10.440 30.337  C102 1.117
107 H 7.069 11.289 29.890  C102 1.068
108 H 8.314 11.271 32.662  C103 1.095
109 H 6.658 11.877 32.410  C103 1.091
110 H 7.605 13.621 31.341  O104 0.983
111 O -0.813 15.510 28.987  C112 1.368, H115 0.926
112 C -0.571 14.526 29.905  O111 1.368, C113 1.536, H116 1.112, H117 1.088
113 C 0.565 14.944 30.850  C112 1.536, O114 1.414, H118 1.083, H119 1.012
114 O 0.953 13.983 31.811  C113 1.414, H120 0.968
115 H -1.511 16.079 29.206  O111 0.926
116 H -1.475 14.312 30.515  C112 1.112
117 H -0.322 13.606 29.380  C112 1.088
118 H 0.304 15.861 31.364  C113 1.083
119 H 1.401 15.191 30.336  C113 1.012
120 H 1.738 13.543 31.453  O114 0.968

Computed properties:
charge = 0
maximum force = 6.36 eV/Å
SMILES = OCCO.OCCO.OCCO.OCCO.OCCO.OCCO.OCCO.OCCO.OCCO.OCCO.OCCO.OCCO

***

[2]
Computed, not measured: a cluster of 12 separate species, C24H72O24 in total in a non-equilibrium geometry, with ωB97M-V/def2-TZVPD.

Last columns: bonded neighbours and bond lengths (Å).
Positions of all 120 atoms, in Å:
1 O -0.304 -0.872 4.876  C2 1.388, H5 0.995
2 C -0.400 -1.354 3.578  O1 1.388, C3 1.490, H6 1.057, H7 1.106
3 C 0.093 -2.728 3.282  C2 1.490, O4 1.407, H8 1.053, H9 1.134
4 O -0.160 -3.689 4.278  C3 1.407, H10 0.962
5 H 0.620 -0.550 5.056  O1 0.995
6 H -1.401 -1.354 3.239  C2 1.057
7 H 0.060 -0.603 2.909  C2 1.106
8 H 1.131 -2.657 3.118  C3 1.053
9 H -0.433 -2.993 2.314  C3 1.134
10 H 0.480 -3.510 4.974  O4 0.962
11 O 3.891 -0.940 3.641  C12 1.463, H15 0.992
12 C 3.187 0.022 2.793  O11 1.463, C13 1.515, H16 1.079, H17 1.057
13 C 3.833 1.377 3.001  C12 1.515, O14 1.411, H18 1.087, H19 1.091
14 O 3.131 2.370 2.286  C13 1.411, H20 0.977
15 H 4.652 -1.238 3.081  O11 0.992
16 H 3.143 -0.368 1.788  C12 1.079
17 H 2.195 0.032 3.159  C12 1.057
18 H 4.885 1.455 2.738  C13 1.087
19 H 3.798 1.690 4.046  C13 1.091
20 H 3.466 2.319 1.369  O14 0.977
21 O 0.946 2.239 3.643  C22 1.421, H25 0.967
22 C -0.043 3.225 3.386  O21 1.421, C23 1.510, H26 1.071, H27 1.089
23 C -1.418 2.913 3.929  C22 1.510, O24 1.447, H28 1.065, H29 1.114
24 O -2.308 3.812 3.226  C23 1.447, H30 0.965
25 H 1.690 2.592 3.136  O21 0.967
26 H 0.336 4.149 3.772  C22 1.071
27 H -0.094 3.354 2.305  C22 1.089
28 H -1.434 3.001 4.991  C23 1.065
29 H -1.828 1.891 3.765  C23 1.114
30 H -3.091 3.357 2.893  O24 0.965
31 O 1.645 -3.363 -1.473  C32 1.435, H35 0.966
32 C 2.578 -3.878 -0.512  O31 1.435, C33 1.566, H36 1.164, H37 1.050
33 C 3.035 -2.702 0.415  C32 1.566, O34 1.374, H38 1.082, H39 1.093
34 O 4.156 -3.160 1.065  C33 1.374, H40 0.978
35 H 1.442 -4.149 -1.996  O31 0.966
36 H 2.018 -4.661 0.144  C32 1.164
37 H 3.331 -4.408 -1.016  C32 1.050
38 H 2.240 -2.525 1.128  C33 1.082
39 H 3.239 -1.836 -0.219  C33 1.093
40 H 3.897 -3.845 1.713  O34 0.978
41 O 3.228 0.628 -2.076  C42 1.437, H45 0.979
42 C 3.314 1.704 -3.024  O41 1.437, C43 1.557, H46 1.101, H47 1.075
43 C 4.730 1.789 -3.667  C42 1.557, O44 1.436, H48 1.084, H49 1.125
44 O 4.935 0.675 -4.550  C43 1.436, H50 0.995
45 H 3.437 1.003 -1.195  O41 0.979
46 H 2.560 1.549 -3.811  C42 1.101
47 H 3.089 2.672 -2.615  C42 1.075
48 H 5.561 1.691 -2.977  C43 1.084
49 H 4.819 2.750 -4.245  C43 1.125
50 H 5.222 -0.091 -3.984  O44 0.995
51 O 0.081 -0.639 -3.862  C52 1.354, H55 1.003
52 C -0.073 0.365 -4.757  O51 1.354, C53 1.545, H56 0.992, H57 1.066
53 C -0.769 1.559 -4.064  C52 1.545, O54 1.402, H58 1.064, H59 1.134
54 O -1.209 2.492 -5.013  C53 1.402, H60 0.974
55 H 0.036 -1.512 -4.354  O51 1.003
56 H 0.786 0.622 -5.180  C52 0.992
57 H -0.720 0.036 -5.537  C52 1.066
58 H -0.031 2.037 -3.465  C53 1.064
59 H -1.643 1.221 -3.427  C53 1.134
60 H -0.419 2.748 -5.521  O54 0.974
61 O -2.288 -0.957 -2.693  C62 1.371, H65 0.962
62 C -2.275 -2.324 -2.586  O61 1.371, C63 1.530, H66 1.049, H67 1.070
63 C -3.728 -2.698 -2.887  C62 1.530, O64 1.394, H68 1.077, H69 1.099
64 O -4.016 -3.987 -2.442  C63 1.394, H70 0.964
65 H -1.384 -0.785 -2.973  O61 0.962
66 H -1.659 -2.652 -3.370  C62 1.049
67 H -1.959 -2.742 -1.653  C62 1.070
68 H -3.976 -2.675 -3.935  C63 1.077
69 H -4.351 -1.961 -2.363  C63 1.099
70 H -4.963 -4.166 -2.424  O64 0.964
71 O -3.957 2.397 -0.341  C72 1.422, H75 0.965
72 C -2.564 2.533 -0.592  O71 1.422, C73 1.507, H76 1.101, H77 1.091
73 C -2.462 3.414 -1.810  C72 1.507, O74 1.389, H78 1.087, H79 1.060
74 O -1.181 3.867 -2.094  C73 1.389, H80 0.906
75 H -4.389 2.447 -1.202  O71 0.965
76 H -2.210 2.932 0.371  C72 1.101
77 H -2.272 1.499 -0.783  C72 1.091
78 H -3.082 4.299 -1.688  C73 1.087
79 H -2.912 2.893 -2.616  C73 1.060
80 H -1.059 3.991 -2.983  O74 0.906
81 O -0.654 -7.222 2.041  C82 1.408, H85 0.965
82 C -0.152 -6.099 1.356  O81 1.408, C83 1.554, H86 1.091, H87 1.104
83 C -1.359 -5.350 0.723  C82 1.554, O84 1.415, H88 1.079, H89 1.069
84 O -0.740 -4.406 -0.130  C83 1.415, H90 0.992
85 H 0.051 -7.660 2.533  O81 0.965
86 H 0.352 -5.435 2.061  C82 1.091
87 H 0.581 -6.397 0.586  C82 1.104
88 H -1.917 -4.776 1.446  C83 1.079
89 H -2.127 -5.882 0.203  C83 1.069
90 H -0.246 -4.955 -0.791  O84 0.992
91 O -0.067 -1.227 0.311  C92 1.434, H95 0.960
92 C 0.143 -0.138 -0.597  O91 1.434, C93 1.497, H96 1.031, H97 1.041
93 C 0.412 1.076 0.237  C92 1.497, O94 1.409, H98 1.064, H99 1.114
94 O 0.618 2.277 -0.470  C93 1.409, H100 0.945
95 H -0.125 -2.090 -0.105  O91 0.960
96 H 0.904 -0.289 -1.276  C92 1.031
97 H -0.721 -0.042 -1.170  C92 1.041
98 H 1.349 0.878 0.701  C93 1.064
99 H -0.250 1.159 1.129  C93 1.114
100 H -0.163 2.464 -0.968  O94 0.945
101 O -2.606 0.097 1.427  C102 1.407, H105 0.921
102 C -3.631 -0.537 0.702  O101 1.407, C103 1.445, H106 1.113, H107 1.092
103 C -3.551 -1.952 0.986  C102 1.445, O104 1.404, H108 1.075, H109 1.061
104 O -4.646 -2.532 0.325  C103 1.404, H110 0.973
105 H -1.768 -0.192 1.177  O101 0.921
106 H -4.601 -0.049 0.945  C102 1.113
107 H -3.378 -0.437 -0.355  C102 1.092
108 H -3.617 -1.996 2.058  C103 1.075
109 H -2.662 -2.359 0.576  C103 1.061
110 H -4.461 -2.479 -0.629  O104 0.973
111 O -1.159 6.602 0.010  C112 1.385, H115 0.992
112 C -0.494 5.622 0.729  O111 1.385, C113 1.519, H116 1.117, H117 1.029
113 C 0.883 5.510 0.099  C112 1.519, O114 1.445, H118 1.086, H119 1.102
114 O 1.637 4.469 0.760  C113 1.445, H120 0.949
115 H -0.465 7.261 -0.254  O111 0.992
116 H -0.409 5.817 1.825  C112 1.117
117 H -0.987 4.720 0.701  C112 1.029
118 H 1.453 6.410 0.314  C113 1.086
119 H 0.722 5.446 -0.989  C113 1.102
120 H 1.403 3.652 0.337  O114 0.949

Computed properties:
charge = 0
maximum force = 4.81 eV/Å
SMILES = OCCO.OCCO.OCCO.OCCO.OCCO.OCCO.OCCO.OCCO.OCCO.OCCO.OCCO.OCCO

***

Result set for relative energy (zero: lowest compared OMol25 entry of this formula, charge and spin): 620.2, 512.6 kJ/mol, one per record in the order listed.
Result set for gap between HOMO and LUMO: 9.12, 9.17 eV, one per record in the order listed.
Result set for lowest unoccupied orbital energy: 0.035, -0.164 eV, one per record in the order listed.